No. 1
C47H100ClF3O20P2S | ωB97M-V with the def2-TZVPD basis set

```
174
C47H100ClF3O20P2S | the OMol25 dataset | ωB97M-V with the def2-TZVPD basis set
H -10.91 -9.40 6.88
C 3.18 6.33 -0.07
O -4.10 -1.85 5.05
C 14.78 -0.65 -1.79
H 0.43 4.68 5.77
C 0.01 6.16 2.66
H 16.39 1.02 -3.32
H -1.12 4.76 3.83
O -0.10 -0.69 1.28
O 1.87 -3.44 -2.61
C 0.50 5.49 5.04
H -9.77 -2.32 8.05
H -3.11 9.10 -4.09
C 4.18 -1.85 -0.72
H 10.89 -0.56 -0.27
C 3.19 -1.72 -1.71
C 10.71 -0.77 -1.33
C -7.91 -0.28 -6.00
H 15.31 0.07 -1.17
F -4.06 1.26 -0.50
H 3.33 -0.02 -7.17
H 2.02 3.02 0.10
H 14.32 -1.83 -4.05
C -6.70 0.64 -6.02
H 5.42 -1.03 -5.57
O 13.79 -1.03 -3.97
C -1.21 -3.00 0.45
H 4.24 -2.89 -6.63
H 10.33 -1.79 -1.39
H 5.56 0.27 -8.21
C 0.49 0.50 1.81
H -6.13 0.46 -6.93
C -0.08 5.05 3.70
H -0.33 -0.03 -0.67
H -1.53 7.47 -3.01
H 1.82 -2.93 0.37
C 5.40 -0.02 -1.69
H 4.10 -2.62 0.03
H 0.86 0.26 2.80
H 10.38 1.93 -0.78
H 1.00 2.02 -0.93
O 8.45 0.10 -1.21
H 4.54 0.86 -3.43
H 15.62 0.67 -4.88
H 0.35 2.77 0.52
C 4.53 6.96 -0.39
C 2.04 7.04 -0.79
H 4.55 8.02 -0.12
H 0.98 -1.57 -0.24
H 0.19 -6.37 -1.74
H 13.89 0.80 -3.11
H -12.67 -7.67 6.64
H 3.00 6.38 1.01
H 2.49 1.26 1.56
H 2.76 -2.16 -6.04
H 1.05 6.43 2.49
H -8.58 -8.89 6.18
O -4.26 -2.24 -0.77
C -3.60 0.30 -1.27
H 4.73 6.88 -1.46
H -9.11 -7.37 5.46
H 2.17 6.97 -1.88
H -3.39 8.97 -2.35
C -11.02 -4.04 8.31
C -11.50 -2.08 6.81
O -10.30 -7.73 7.85
C -0.07 -3.48 -0.49
H -9.64 -8.91 4.76
C -6.49 -2.00 5.39
H 3.32 4.85 -1.34
H 1.56 5.74 4.93
C -5.11 -2.17 6.00
H 1.52 4.12 3.09
H -10.15 -4.07 5.88
C 14.52 -0.09 -3.19
O 0.60 3.89 3.22
H -10.23 -4.64 8.76
O -9.59 -3.52 6.43
H -0.53 7.05 2.98
C -2.67 9.28 -3.11
C 4.42 0.11 -2.67
H -11.64 -4.70 7.70
H -1.62 0.36 0.44
O -0.31 -6.24 -0.92
C 1.63 1.05 0.93
H -10.05 -6.82 7.65
H -7.28 -2.21 6.11
Cl -3.88 -3.75 1.88
O 3.18 4.94 -0.39
O -0.83 8.77 -1.63
C 3.48 -2.14 -6.86
H -0.67 9.71 -1.53
O 0.44 -5.38 1.42
H -5.45 -0.63 -4.77
H -6.62 -0.98 5.01
H -2.55 -5.27 -1.29
H 5.93 -1.43 -7.94
H 11.15 1.76 -2.37
O -1.39 -1.47 -2.72
C 10.21 1.64 -1.82
O 4.73 -0.39 -5.76
H 9.49 -0.05 -2.94
H 11.66 -0.72 -1.86
C -0.90 -0.42 0.18
C 15.82 0.27 -3.89
H -12.11 -8.18 5.04
C 5.29 -1.01 -0.72
H -0.03 6.36 5.43
H 4.66 -0.98 -9.08
H 15.37 -1.56 -1.84
H -4.94 1.07 -4.84
C -4.91 -3.58 6.53
H -3.92 -3.69 6.96
C -5.81 0.40 -4.81
C -11.82 -7.68 5.97
C 5.12 -0.72 -8.13
H -6.62 -2.67 4.54
O -3.11 -4.68 -0.77
H 1.99 8.09 -0.52
H 9.48 2.33 -2.24
H -0.41 5.82 1.71
H -6.35 0.62 -3.89
H 16.45 -0.61 -4.01
C 3.31 -0.74 -2.70
C -9.42 -8.39 5.70
H 0.60 8.42 -3.85
H -11.05 -1.30 6.19
H 5.33 6.45 0.14
C -10.63 -8.37 6.62
F -4.51 0.03 -2.19
C 9.70 0.21 -1.90
C 1.19 -2.61 -0.45
F -2.49 0.69 -1.87
H -12.13 -1.60 7.56
H -4.20 -2.47 4.31
H -7.62 -1.33 -5.99
H -4.99 -4.30 5.71
H 1.09 6.57 -0.55
C -1.35 8.54 -2.94
H 13.84 -0.90 -1.31
C 1.22 2.28 0.10
H 2.97 -2.44 -7.78
H -8.54 -0.10 -6.87
H 2.56 -0.66 -3.47
C 4.11 -0.76 -6.99
H -0.28 1.25 1.94
H 2.58 -5.08 0.14
H 1.90 0.26 0.23
H -2.52 10.36 -2.99
H -0.81 -2.92 1.46
O 1.99 -5.43 -0.54
H -8.52 -0.09 -5.11
H -5.66 -3.83 7.28
H 6.07 -1.12 0.02
O -0.71 -3.35 -1.77
H -7.62 2.18 -5.27
H -0.12 10.03 -3.90
C -10.42 -2.94 7.44
P 0.49 -5.19 -0.02
H -12.14 -2.68 6.16
H -11.57 -6.64 5.74
H 6.27 0.62 -1.69
O -7.12 2.00 -6.07
P -2.40 -4.48 0.68
H 8.61 0.32 -0.29
C 2.05 -2.67 -1.70
O -3.67 -0.83 1.12
C -1.64 -1.72 -0.29
H -11.64 -3.63 9.11
C -1.27 -2.11 -1.74
C -0.34 8.96 -3.99
S -3.39 -1.25 -0.21
H -4.99 -1.45 6.82
H -0.71 8.77 -4.99
```

- Calculated total energy: -141399.6839 eV
- HOMO energy: -8.56 eV
- LUMO level: 0.401 eV

---

No. 2
C47H110O31 | ωB97M-V with the def2-TZVPD basis set

```
188
C47H110O31 | the OMol25 dataset | ωB97M-V with the def2-TZVPD basis set
H 8.67 15.22 17.59
H 15.05 10.38 12.05
O 15.76 12.16 18.50
C 19.45 18.90 19.57
H 17.76 12.00 14.73
O 19.68 18.25 14.60
H 14.75 16.93 12.45
H 11.26 18.86 10.07
H 10.66 18.74 15.98
C 15.05 11.40 11.64
C 21.11 12.27 13.78
H 10.51 16.00 9.46
H 15.53 18.48 22.69
H 17.10 17.92 11.89
H 12.25 14.08 17.31
O 15.81 16.44 22.70
H 14.85 11.88 20.37
H 10.63 15.35 14.42
C 12.58 17.20 17.15
C 21.64 15.80 23.78
H 14.22 15.51 19.09
C 19.91 16.79 22.62
H 11.57 18.03 8.45
H 13.01 11.69 11.15
H 20.20 10.99 8.60
O 18.76 12.67 13.08
H 19.53 12.16 19.73
H 8.05 16.44 11.27
H 20.91 15.30 24.44
O 16.91 11.20 20.17
H 13.46 14.16 22.79
H 11.28 13.67 19.37
C 16.61 10.89 9.90
C 15.87 16.02 15.31
H 16.87 11.24 8.92
O 13.74 14.70 20.86
H 11.74 8.04 15.48
O 9.19 19.10 19.00
C 14.22 14.70 22.22
H 10.96 19.48 20.19
O 10.53 14.64 16.32
H 16.40 15.52 10.58
H 12.23 16.27 17.58
C 12.60 14.20 11.54
O 14.92 15.54 15.87
C 19.07 18.22 13.54
H 16.29 18.79 15.00
H 22.56 15.24 23.74
H 13.48 19.05 9.71
H 15.76 19.01 16.73
H 18.04 16.48 17.68
H 19.99 17.71 23.18
C 11.03 14.50 15.01
C 15.67 19.38 15.69
H 14.25 15.95 23.97
H 20.54 16.17 11.53
O 15.96 16.34 14.03
O 9.33 13.65 18.87
H 14.37 12.70 16.62
H 23.06 14.40 12.28
C 14.41 16.02 22.87
C 18.14 12.94 14.28
H 12.19 14.17 12.56
H 14.11 17.62 8.80
C 14.78 16.14 13.19
C 9.87 19.55 20.16
C 22.86 13.70 13.10
H 10.82 19.07 12.97
O 11.76 18.26 17.65
C 17.39 18.96 11.96
C 17.01 16.25 17.35
O 20.21 13.02 8.68
O 14.61 19.31 13.20
C 18.53 14.17 10.21
H 12.11 14.72 15.06
H 8.91 19.91 17.11
C 16.88 11.73 19.11
H 16.00 13.81 9.98
H 21.28 11.64 9.92
O 14.30 19.25 15.38
H 16.68 9.81 10.08
O 12.53 17.28 10.11
H 8.21 15.37 19.19
H 19.49 11.63 10.03
H 16.53 19.62 12.06
H 20.91 12.74 14.75
H 15.80 17.80 24.28
H 13.85 12.78 19.13
O 15.35 11.50 10.25
O 19.99 18.38 20.77
C 20.33 11.75 9.38
O 12.68 10.76 16.64
H 13.50 12.03 12.88
C 9.02 16.11 11.62
H 17.40 13.71 14.17
H 15.76 12.00 12.23
H 12.79 15.17 11.22
H 20.24 14.94 9.04
O 12.55 19.21 14.08
H 18.38 19.17 19.68
C 11.88 18.88 12.84
H 15.63 14.88 20.02
H 14.83 16.50 20.33
O 19.30 17.43 12.51
C 13.74 12.13 11.81
H 19.80 11.84 18.04
O 21.14 16.08 22.51
H 9.06 16.10 12.71
H 9.60 20.58 20.38
H 17.34 11.39 10.54
C 19.19 11.58 18.86
H 19.18 10.50 18.98
H 20.64 14.02 10.47
C 13.69 17.95 9.76
H 16.36 17.02 17.78
C 11.20 13.86 17.27
H 20.33 15.76 13.29
H 9.97 17.49 16.94
H 21.89 16.74 24.35
H 22.86 14.26 14.05
C 19.80 11.71 13.19
C 19.30 17.22 21.23
C 13.89 19.22 14.13
H 9.30 17.37 9.37
O 17.93 12.04 18.42
H 7.38 14.21 18.24
C 8.37 14.62 18.43
H 13.69 16.70 22.44
H 10.75 15.24 18.92
C 10.64 14.16 18.64
H 13.88 13.04 14.91
H 20.04 19.76 19.21
H 18.00 19.21 11.11
H 19.35 16.37 20.50
H 18.26 17.47 21.47
C 14.57 11.97 19.31
H 12.50 17.09 16.06
C 11.38 17.90 9.52
O 14.46 11.05 15.30
H 10.32 20.42 17.86
H 11.18 12.76 17.13
H 14.43 17.84 10.55
H 19.44 10.87 13.82
H 15.16 14.07 22.30
H 13.84 16.18 13.79
C 20.43 16.55 12.55
H 19.17 16.13 23.11
O 18.11 19.12 13.23
H 12.08 17.84 12.60
H 16.70 15.24 17.58
H 14.92 15.17 12.71
H 15.61 12.69 15.33
H 9.55 18.99 21.01
O 17.01 16.28 15.92
H 15.72 15.32 8.96
H 11.92 13.71 10.82
H 18.26 13.17 10.54
O 17.68 14.72 9.21
H 13.30 7.17 15.90
H 17.05 17.99 23.01
C 12.72 8.13 15.94
H 14.03 11.04 19.09
H 18.86 13.25 15.03
C 14.69 15.44 20.06
H 18.58 14.78 11.14
C 13.49 10.36 15.85
C 10.24 17.00 9.84
H 15.97 20.44 15.67
C 14.58 12.51 15.56
O 10.09 16.92 11.22
H 21.34 17.09 12.86
H 10.82 13.57 14.51
H 12.58 8.40 16.98
C 16.06 17.72 23.24
H 19.52 18.17 18.78
H 20.00 11.49 12.17
H 9.25 15.11 11.27
H 12.20 19.63 12.11
C 16.37 14.85 9.73
H 13.61 17.20 17.54
H 21.80 11.44 13.99
C 19.97 14.06 9.63
O 13.59 9.14 15.35
C 10.55 18.41 17.02
O 21.59 13.16 12.87
H 23.64 12.92 13.16
C 9.69 19.51 17.77
O 13.90 13.49 11.48
```

- Calculated total energy: -113983.8634 eV
- HOMO energy: -9.23 eV
- LUMO level: 0.416 eV